Entry 1:
Computed, not measured: a cluster of 6 separate species, C19H51NO20P5S2 in total in a non-equilibrium geometry, with the ωB97M-V functional and the def2-TZVPD basis.

```
98
Properties=species:S:1:pos:R:3:mulliken_charge:R:1
S -1.9882 -7.7442 2.2951 0.228
S -0.4573 -5.5967 4.9418 -0.162
P 8.8072 -0.7905 -0.7721 1.009
P -1.2068 -1.4690 -3.0432 1.130
P 4.5600 0.5276 -5.7424 1.100
P -7.5086 4.7929 4.9449 1.002
P -1.8614 0.6959 3.1373 0.626
O 9.2240 -2.1877 -0.9015 -0.673
O -0.5585 -0.0366 -3.3117 -0.300
O 7.3360 -0.6220 -0.1717 -0.270
O -7.0185 3.4313 4.7049 -0.575
O 5.1750 -0.4511 -4.8411 -0.583
O -0.7742 1.3844 3.8301 -0.714
O -2.3229 -1.2467 -1.9472 -0.468
O -6.6825 5.6806 5.9418 -0.348
O 5.0675 0.4166 -7.2469 -0.326
O 4.7022 2.0444 -5.3316 -0.357
O 9.6760 0.1321 0.1586 -0.351
O 8.8421 0.0810 -2.0859 -0.430
O -8.9805 4.8389 5.5520 -0.294
O -3.2509 0.6401 3.8739 -0.301
O -7.5098 5.7598 3.6982 -0.353
O 2.9954 0.4628 -5.8854 -0.429
O -0.2298 -2.5197 -2.7431 -0.683
O -2.1778 1.2594 1.6758 0.047
O -2.1191 -1.6965 -4.3009 -0.350
O -1.6429 -0.8479 2.8760 -0.029
N -0.6780 -6.6907 2.4059 -0.324
C -9.9086 3.7902 5.2466 -0.620
C 0.6674 0.3054 -2.6483 -0.595
C -3.4646 -6.7289 2.7265 -0.587
C -0.3859 -1.2558 2.3268 -0.792
C 6.3628 -1.6439 -0.4153 -0.560
C -4.0189 1.8471 4.0143 -0.692
C 10.0171 -0.3572 1.4619 -0.614
C 2.3978 -0.8153 -6.1345 -0.578
C -1.4747 -2.0905 -5.5204 -0.197
C -6.3191 5.1181 7.2106 -0.598
C -8.4275 5.5282 2.6283 -0.660
C -1.9445 2.6517 1.4018 -0.806
C 7.8997 -0.2104 -3.1220 -0.647
C 6.3951 -0.0588 -7.5128 -0.637
C 5.9818 2.6784 -5.4000 -0.464
C -0.5108 -6.2583 3.5686 0.633
C -3.4443 -5.3909 2.0607 -0.061
C -3.7270 -4.2670 2.7134 -0.693
C -1.9486 -0.6793 -0.6912 -0.695
H 1.4685 -0.6474 -6.6729 0.201
H -9.4526 2.8148 5.4080 0.285
H -8.0616 6.0741 1.7638 0.249
H 0.4883 0.4826 -1.5873 0.247
H -5.3651 4.6018 7.1211 0.238
H -0.5769 -2.1738 1.7741 0.262
H -1.8638 -8.5295 3.3905 0.271
H 6.4583 -0.2481 -8.5807 0.249
H -3.2537 -5.3633 0.9926 0.362
H -0.9499 2.9455 1.7326 0.356
H -10.2548 3.8655 4.2160 0.289
H 10.9459 -0.9218 1.4081 0.263
H -3.3804 2.6868 4.2915 0.390
H -1.4047 -3.1758 -5.5615 0.272
H 6.9291 0.2192 -2.8764 0.282
H -3.5655 -6.6857 3.8083 0.412
H -4.7557 1.6881 4.7945 0.283
H -0.4787 -1.6559 -5.5984 -0.107
H 10.1511 0.5081 2.1053 0.241
H 6.5894 -0.9805 -6.9667 0.307
H 8.2657 0.2457 -4.0380 0.272
H -3.6503 -4.1632 3.7888 0.240
H -7.0801 4.4263 7.5712 0.296
H 5.9319 3.5757 -4.7905 0.243
H -4.2822 -7.3057 2.2874 0.427
H -4.5413 2.0609 3.0827 0.261
H 0.0226 -0.5121 1.6433 0.311
H 7.7999 -1.2848 -3.2795 0.413
H 2.1838 -1.3042 -5.1842 0.189
H -2.0250 2.7837 0.3254 0.276
H -8.4877 4.4668 2.3816 0.339
H -2.7270 -0.9044 0.0319 0.273
H -1.8636 0.4023 -0.7839 0.328
H -2.6922 3.2727 1.8925 0.316
H 7.1374 0.6915 -7.2407 0.291
H -1.0043 -1.1001 -0.3455 0.233
H 6.0229 -1.6200 -1.4509 0.223
H 6.7739 -2.6268 -0.1888 0.310
H 0.3306 -1.4521 3.1230 0.291
H 6.2005 2.9597 -6.4305 0.272
H -6.2241 5.9424 7.9114 0.244
H 1.0562 1.2144 -3.0990 0.296
H -4.0869 -3.4227 2.1398 0.241
H 9.2273 -0.9887 1.8687 0.292
H -2.0843 -1.7369 -6.3471 0.274
H -9.4133 5.9090 2.8973 0.266
H 3.0448 -1.4534 -6.7360 0.363
H 1.4045 -0.4886 -2.7610 0.295
H 6.7670 2.0280 -5.0119 0.129
H 5.5181 -1.4419 0.2394 0.235
H -10.7571 3.9106 5.9146 0.249
```

LUMO level in eV: -4.9
HOMO energy in eV: -11.5
Total charge: +1
2S+1: 1
Frontier orbital gap in eV: 6.62
M in g/mol: 832.6
DFT total energy in Ha: -4817.3676

---

Entry 2:
Computed, not measured: a structure of composition C6H17AsCuF6O6P in a non-equilibrium geometry, with the ωB97M-V functional and the def2-TZVPD basis.

```
38
Properties=species:S:1:pos:R:3:nbo_charge:R:1
As -5.1385 -2.5366 -1.8230 2.794
Cu -3.0114 2.2056 -0.4765 0.846
P 1.7944 0.6735 0.6578 2.539
F -3.8543 -3.0612 -2.9716 -0.639
F -5.7027 -4.2492 -1.6726 -0.646
F -6.4443 -2.0708 -0.6573 -0.621
F -3.9887 -2.8474 -0.4394 -0.633
F -6.2649 -2.2962 -3.1070 -0.622
F -4.5412 -0.8023 -2.0009 -0.632
O 3.1764 1.5294 0.3208 -0.804
O 0.5108 1.2685 0.1414 -1.078
O -5.6515 2.3980 1.4503 -1.296
O -3.4518 5.0637 -1.9714 -1.326
O 1.9117 0.3671 2.2392 -0.813
O 2.1687 -0.7773 -0.0061 -0.837
C 3.9769 3.6825 -0.3681 -0.631
C 3.2293 2.4042 -0.7821 -0.067
C 2.2889 -1.7116 3.2667 -0.632
C 1.3650 -1.3115 -1.0735 -0.072
C 1.4635 -2.8339 -0.9829 -0.630
C 1.3114 -0.7452 2.9163 -0.057
H 2.3156 -3.2364 -1.5306 0.199
H 2.5842 -2.3098 2.4047 0.216
H 0.7685 -0.3663 3.7822 0.194
H 3.1926 -1.2932 3.7098 0.213
H 5.0364 3.4857 -0.2042 0.199
H -2.9945 5.9149 -2.1157 0.388
H 1.9094 -2.4066 4.0157 0.216
H 0.6085 -3.3133 -1.4597 0.233
H 3.8157 4.5213 -1.0452 0.219
H 0.5945 -1.1979 2.2313 0.193
H 3.6550 3.9557 0.6368 0.221
H 1.5273 -0.8364 -2.0411 0.183
H 1.4616 -3.0792 0.0791 0.213
H -5.7793 2.3204 2.4158 0.387
H 3.6359 1.8908 -1.6534 0.168
H 0.3384 -1.0032 -0.8754 0.207
H 2.1823 2.6041 -1.0101 0.209
```

LUMO level in eV: 3.8
HOMO energy in eV: -1.1
Total charge: -2
2S+1: 1
Frontier orbital gap in eV: 4.86
M in g/mol: 468.6
ΔE to the lowest compared entry with this formula, charge and spin in kcal per mole: 53.89
DFT total energy in Ha: -5507.1162

---

Entry 3:
Computed, not measured: the ion C2H5N2O2S2 with charge +1 in a non-equilibrium geometry, with the ωB97M-V functional and the def2-TZVPD basis.

```
13
Properties=species:S:1:pos:R:3:nbo_charge:R:1
S 1.1649 1.1917 -0.6927 0.482
S -1.7362 -1.6281 0.3581 2.277
O -1.8113 -3.0151 0.7257 -0.710
O -2.9139 -0.7800 0.2780 -0.810
N -0.3319 -1.0391 0.1033 -0.805
N -1.3807 1.2012 -0.3677 -0.689
C -0.2784 0.5123 -0.2861 0.283
C 2.5435 0.2803 0.0853 -0.708
H 3.5026 0.7084 -0.2359 0.279
H -2.1783 0.6063 -0.3561 0.437
H 2.4767 -0.7654 -0.1401 0.263
H -1.4526 2.1777 -0.5759 0.451
H 2.3956 0.5500 1.1040 0.248
```

LUMO level in eV: -5.5
HOMO energy in eV: -15.0
Total charge: +1
2S+1: 1
Frontier orbital gap in eV: 9.49
M in g/mol: 153.2
ΔE to the lowest compared entry with this formula, charge and spin in kcal per mole: 1.87
DFT total energy in Ha: -1135.2205

---

Entry 4:
Computed, not measured: a structure of composition C17H40BrF3GaO11S3, with the ωB97M-V functional and the def2-TZVPD basis.

```
76
Properties=species:S:1:pos:R:3:mulliken_charge:R:1
Br 1.2133 5.9759 0.7883 -0.631
Ga 1.3341 3.7878 1.9241 0.503
S -5.4686 -2.1888 -8.4674 1.153
S 3.9151 0.6009 7.0682 1.114
S -3.7824 -1.6621 -1.1753 1.247
F -1.8970 3.6241 0.7811 -0.273
F -3.1685 2.0536 1.5578 -0.298
F -1.2681 1.5598 0.6628 -0.176
O 4.3713 -0.8564 7.5222 -0.328
O -6.8310 -2.2345 -8.8984 -0.623
O -4.5965 -3.1798 -9.3501 -0.311
O 4.5829 -0.0479 1.5390 -0.429
O -2.5558 -2.2845 -1.5784 -0.665
O 4.7829 1.5726 7.6575 -0.619
O -5.1604 -2.4174 -7.0881 -0.518
O -4.8022 -2.4748 -0.5795 -0.638
O -1.3452 2.5368 2.6594 -0.433
O 3.7143 0.5880 5.6546 -0.505
O -4.3918 -0.8950 -2.4319 -0.290
C -5.8703 -5.2864 -9.4474 -0.987
C 4.8200 2.1679 0.6094 -0.642
C -1.8767 2.4709 1.4586 0.788
C -4.7306 -0.6889 -9.0079 -0.974
C 6.8091 -0.9070 7.1690 -1.005
C 3.7264 -0.9109 2.2501 -0.569
C -3.4693 -0.2519 -0.1799 -1.000
C -0.4262 3.6526 2.9628 -0.469
C -5.6529 -2.5763 -3.7277 -0.905
C 2.8696 3.9463 3.2304 -0.949
C -4.4781 -1.6255 -3.6751 -0.340
C 5.4553 -1.4556 6.7721 -0.136
C -4.6146 -4.5812 -8.9824 -0.287
C 2.3645 0.6274 7.8951 -0.976
C 4.6355 3.4972 1.3645 -0.711
C 3.8550 1.0417 0.9664 -0.276
C 4.2433 3.3635 2.8467 -0.121
H 6.9454 -0.9686 8.2489 0.265
H -3.5335 -2.1428 -3.8473 0.359
H 5.2630 -1.3233 5.7066 0.168
H 3.0911 1.3713 1.6735 0.047
H -4.5763 -0.8534 -4.4358 0.188
H -5.7686 -6.3578 -9.2723 0.387
H 2.5320 0.4669 8.9566 0.352
H -4.4040 0.2809 -0.0345 0.362
H -3.0827 -0.6075 0.7712 0.404
H 4.2433 -1.8596 2.4020 0.248
H 1.7298 -0.1449 7.4703 0.302
H 2.9681 5.0155 3.4398 0.439
H 7.5920 -1.4872 6.6794 0.398
H -0.9995 4.5812 2.9465 0.319
H 3.9287 4.1366 0.8319 0.232
H -3.7312 -4.9939 -9.4646 0.276
H 3.3222 0.6815 0.0782 0.404
H 2.5406 3.4775 4.1662 0.278
H 2.8094 -1.1139 1.6826 0.355
H 1.4571 2.7182 0.7603 -0.267
H 5.8260 1.7808 0.7931 0.362
H 5.3811 -2.5177 6.9975 0.277
H -2.7354 0.3629 -0.6882 0.345
H -5.5302 -3.4024 -3.0282 0.331
H -6.0325 -5.1164 -10.5117 0.270
H -5.2724 0.1177 -8.5188 0.370
H -6.5778 -2.0575 -3.4737 0.257
H -3.6861 -0.6862 -8.7099 0.314
H 5.5970 4.0177 1.3103 0.304
H -4.8365 -0.6195 -10.0870 0.351
H 4.7621 2.3477 -0.4672 0.298
H 6.9166 0.1355 6.8746 0.283
H -4.4778 -4.6645 -7.9038 0.279
H -5.7359 -2.9766 -4.7370 0.326
H -0.1712 3.4592 4.0058 0.252
H -6.7490 -4.9305 -8.9122 0.294
H 4.2960 2.3194 3.1654 -0.044
H 3.4472 -0.4766 3.2167 0.091
H 5.0062 3.8747 3.4452 0.424
H 1.9393 1.6132 7.7189 0.375
```

LUMO level in eV: 1.7
HOMO energy in eV: -5.2
Total charge: -1
2S+1: 1
Frontier orbital gap in eV: 6.90
M in g/mol: 723.3
DFT total energy in Ha: -7492.3902

---

- Among the records above, which one has the highest frontier orbital gap?
  C2H5N2O2S2